ORCA calculation (the ωB97M-V functional and the def2-TZVPD basis) on a 10-piece molecular cluster, C40H80O20 overall in a non-equilibrium geometry.

- Kohn-Sham gap: 0.3477 Eh
- Lowest unoccupied orbital energy: 0.012 hartree
- HOMO: -9.14 eV

Structure (XYZ):
```
140
Properties=species:S:1:pos:R:3:forces:R:3
C -1.8812 -2.2949 -0.3255 -0.690 -1.460 0.743
C -1.6584 -0.8057 -0.4250 -0.027 -1.274 -0.082
O -0.5555 -0.5644 0.4544 -0.103 0.006 -0.515
C -0.1213 0.6755 0.5584 0.554 0.556 1.360
O -0.5747 1.6800 0.0826 -0.293 0.032 -0.650
O 0.9065 0.6469 1.4191 -0.018 -0.528 -0.333
C 1.4109 1.8758 1.9037 0.318 1.110 -0.463
H -1.0347 -2.9611 -0.4941 0.445 0.689 -0.447
H -2.6956 -2.6813 -0.9417 0.013 0.468 -0.336
H -2.1748 -2.6234 0.6780 -0.100 0.525 0.185
H -2.5499 -0.2784 -0.0887 0.122 0.292 -0.064
H -1.4290 -0.5850 -1.4665 0.214 0.566 0.134
H 1.6245 2.6301 1.1381 -0.222 -0.431 -0.368
H 2.3764 1.6573 2.3522 -0.291 -0.129 0.447
H 0.6886 2.3718 2.5522 0.215 -0.281 0.408
C -2.6923 3.2828 -1.8540 -0.314 -0.885 0.943
C -3.7724 3.8147 -0.9424 0.287 1.050 0.177
O -3.3518 5.1045 -0.4349 1.029 0.486 -0.702
C -4.1494 5.8252 0.3260 -0.032 0.480 -0.001
O -5.0568 5.4201 0.9860 -0.859 -0.418 0.333
O -3.7778 7.1189 0.2666 0.342 -0.219 -0.492
C -4.6814 8.0431 0.8789 0.388 -0.171 0.371
H -2.6277 3.7295 -2.8414 -0.063 0.126 0.067
H -2.9796 2.2266 -1.9017 0.218 -0.067 -0.661
H -1.7427 3.2544 -1.3237 0.058 0.264 -0.162
H -3.8869 3.1629 -0.0781 -0.435 -0.104 -0.169
H -4.6766 4.0229 -1.5148 -0.305 -0.495 0.333
H -4.7300 7.8218 1.9444 -0.408 0.003 -0.040
H -5.6494 7.9930 0.3859 -0.093 -0.015 0.214
H -4.2437 9.0311 0.7639 0.058 -0.064 -0.204
C -2.6012 -0.4920 4.4610 -0.126 -1.167 0.766
C -1.5755 0.5938 4.3024 0.115 0.213 -0.249
O -2.2618 1.7967 3.8912 -0.132 -0.260 0.282
C -1.5345 2.9164 3.8905 -0.164 0.096 -0.786
O -0.6517 3.2056 4.6456 0.385 0.092 0.254
O -1.9506 3.6289 2.8447 -0.507 0.043 -0.070
C -1.3461 4.8778 2.5514 0.836 0.694 0.634
H -2.1532 -1.4913 4.4479 0.383 0.169 -0.577
H -3.3904 -0.4730 3.7123 0.076 0.181 -0.050
H -3.0434 -0.5598 5.4586 -0.279 0.802 -0.074
H -0.8785 0.3775 3.4892 0.057 -0.232 0.062
H -0.9926 0.7639 5.2067 -0.115 0.090 0.047
H -1.3050 5.5627 3.4025 -0.377 -0.266 0.238
H -1.9222 5.3572 1.7687 0.052 -0.276 -0.174
H -0.2965 4.7594 2.2769 -0.117 -0.203 -0.405
C 8.4237 -1.0193 1.1150 1.250 -0.492 0.511
C 7.5639 -1.4722 2.2955 0.354 1.536 -0.834
O 6.2612 -1.7847 1.8259 -0.567 -1.059 -0.053
C 5.4197 -0.8494 1.3972 0.171 0.254 0.551
O 5.5609 0.3461 1.4683 0.418 0.052 -0.139
O 4.3402 -1.4657 0.9369 -0.106 -0.481 -0.561
C 3.6111 -0.7921 -0.1046 0.053 0.199 0.263
H 9.4404 -0.8053 1.4660 -0.188 0.383 0.320
H 8.0624 -0.1344 0.5996 -0.227 -0.141 -0.032
H 8.6612 -1.8489 0.4455 -0.717 0.027 -0.299
H 7.4758 -0.6645 3.0248 0.132 -0.129 0.128
H 7.9976 -2.3629 2.7397 -0.379 -0.095 0.100
H 3.6867 0.2809 0.0555 -0.271 0.032 -0.049
H 2.6007 -1.1801 -0.0553 -0.061 0.222 0.044
H 4.0377 -1.0452 -1.0771 0.145 -0.060 0.054
C 0.6788 3.2635 -2.9122 -0.241 1.078 0.493
C 0.9447 4.2952 -1.8188 -0.099 -0.272 -0.999
O 2.2987 4.1580 -1.3686 0.194 0.097 0.169
C 2.5307 4.7041 -0.1684 0.508 -1.865 0.000
O 1.7181 5.1778 0.5660 -0.411 0.796 0.000
O 3.7761 4.4935 0.2441 0.224 0.612 0.735
C 4.7904 3.6713 -0.3059 0.784 0.647 -0.954
H -0.2134 3.6179 -3.4323 -0.121 -0.227 0.017
H 0.4453 2.3302 -2.4030 0.397 -0.381 -0.572
H 1.4792 3.3010 -3.6497 0.125 -0.631 0.141
H 0.2614 4.0897 -0.9983 0.038 0.564 0.113
H 0.8757 5.2930 -2.2575 -0.390 0.079 0.452
H 4.7783 3.6040 -1.3952 -0.670 -0.364 0.049
H 4.8603 2.7078 0.1933 -0.279 -0.064 -0.036
H 5.7199 4.2223 -0.1498 -0.012 -0.117 0.473
C -1.4249 0.3544 -4.2474 2.911 -0.337 -0.439
C -2.5002 -0.6587 -4.0103 -1.504 0.288 0.782
C -3.2771 -0.6792 -5.3285 -1.401 0.975 -0.135
O -2.6529 0.3020 -6.1622 -0.026 -0.236 -0.516
C -1.2736 0.3886 -5.7846 -0.955 -0.080 0.550
H -0.5109 0.0806 -3.7036 0.148 -0.232 -0.350
H -1.5386 1.3823 -3.9032 -0.985 -0.115 -0.012
H -3.1066 -0.2391 -3.2004 -0.380 -0.354 -0.109
H -2.2169 -1.6542 -3.6686 0.545 0.094 -0.210
H -4.3099 -0.3292 -5.2194 0.123 0.341 0.355
H -3.5057 -1.6408 -5.8005 1.195 -0.268 -0.162
H -0.8518 1.3368 -6.1124 -0.155 -0.036 -0.250
H -0.7758 -0.4423 -6.2934 0.488 -0.056 0.527
C -1.3351 -6.9164 -3.5411 -0.860 -0.144 -1.629
C -1.5663 -5.5085 -2.9983 0.320 0.086 0.572
C -1.1404 -5.7119 -1.4950 0.926 0.477 -2.705
O -0.2361 -6.8139 -1.5067 0.013 -0.526 1.033
C -0.1745 -7.5126 -2.7462 -1.297 0.732 0.178
H -1.1317 -6.9981 -4.6142 0.285 0.563 0.012
H -2.3138 -7.4054 -3.5272 0.330 -0.692 0.825
H -2.5898 -5.1300 -3.0066 -0.196 -0.495 -0.250
H -1.0237 -4.7513 -3.5690 0.537 -0.054 0.393
H -2.0702 -5.8581 -0.9494 0.387 -0.184 0.696
H -0.5115 -4.8623 -1.2389 -0.558 0.174 0.859
H -0.2874 -8.5858 -2.5936 0.072 0.003 0.149
H 0.7890 -7.3099 -3.2184 0.013 -0.002 -0.094
C 3.3808 -4.6972 -0.7316 0.056 -0.346 -0.591
C 2.5115 -4.8222 -1.9953 -0.373 1.495 0.149
C 1.7910 -3.4405 -1.9508 0.628 -1.658 0.303
O 1.7138 -3.1577 -0.5770 -1.497 1.291 1.166
C 2.4014 -4.0607 0.2529 1.393 -1.165 -0.564
H 4.1866 -3.9888 -0.9377 0.183 -0.140 0.144
H 3.7791 -5.6574 -0.4060 0.111 0.095 0.074
H 1.7558 -5.5947 -1.8496 0.225 -0.214 -0.326
H 3.0151 -4.8234 -2.9610 0.252 -0.794 0.144
H 0.7902 -3.5299 -2.3802 0.008 0.398 -0.072
H 2.3996 -2.6821 -2.4523 -0.221 0.131 -0.083
H 1.8169 -4.8631 0.7183 -0.673 0.279 -0.268
H 2.9416 -3.5767 1.0657 -0.214 0.514 -0.152
C 4.4584 3.7789 3.3755 -0.540 -0.644 -0.393
C 3.1957 4.2749 4.0549 -0.343 0.409 0.511
C 2.9415 3.1446 5.0610 0.193 0.809 1.034
O 4.2249 2.8057 5.5583 0.924 0.080 -0.216
C 5.1236 2.8846 4.4518 -0.123 0.301 -0.658
H 5.1369 4.5501 3.0190 -0.192 0.039 -0.179
H 4.1219 3.1318 2.5622 0.480 0.168 -0.286
H 2.2864 4.5508 3.5156 0.277 -0.602 -0.803
H 3.4241 5.2444 4.5111 0.028 -0.378 0.804
H 2.5112 2.2028 4.7054 -0.476 0.435 -0.544
H 2.3762 3.5240 5.9147 -0.217 -0.313 -0.080
H 5.2991 1.9172 3.9715 0.043 -0.261 0.419
H 6.0855 3.3037 4.7468 -0.066 -0.101 0.402
C -5.8155 -5.5344 0.1274 0.938 -0.763 0.412
C -5.2590 -4.2629 -0.5216 -0.944 0.060 -0.384
C -5.8410 -3.1666 0.4306 1.005 -1.885 -1.371
O -7.0585 -3.7217 0.8316 -1.118 0.782 1.433
C -7.1301 -5.1439 0.7592 -0.262 0.859 -1.970
H -5.1848 -5.8857 0.9498 0.353 -0.149 -0.359
H -5.9586 -6.3173 -0.6171 0.203 -0.191 0.215
H -5.7045 -4.2250 -1.5221 -0.300 0.426 0.110
H -4.1952 -4.2269 -0.7532 0.142 -0.142 0.698
H -6.0464 -2.2616 -0.1349 0.161 0.330 0.487
H -5.1189 -3.0948 1.2504 -0.217 0.663 0.168
H -7.9331 -5.3015 0.0303 -0.177 -0.409 0.282
H -7.3843 -5.6635 1.6815 0.221 0.375 0.264
```
Positions in Å, forces in eV/Å.

=====

ORCA calculation (the ωB97M-V functional and the def2-TZVPD basis) on one molecule with the formula C3H5N3O in a non-equilibrium geometry.

- Kohn-Sham gap: 0.3803 Eh
- Lowest unoccupied orbital energy: 0.020 hartree
- HOMO: -9.80 eV

Structure (XYZ):
```
12
Properties=species:S:1:pos:R:3:forces:R:3
H 1.6837 -2.4801 2.0550 -1.227 0.241 -2.643
N 1.3194 -1.9999 1.1263 0.769 0.536 3.601
C 0.4637 -1.1620 1.5693 -2.258 0.422 1.630
N 0.0202 0.0528 0.8639 0.123 -1.072 2.195
C 0.2090 -0.0450 -0.3436 1.205 -0.504 -5.755
N -0.0075 0.9518 -1.4893 -3.835 -1.748 0.360
C -1.0882 1.9092 -1.0977 2.619 0.671 1.951
O -1.1064 2.2549 0.1177 -1.215 -0.579 -5.746
H -0.2265 -1.2412 2.6011 2.357 0.170 -2.442
H 0.6761 -0.9606 -0.8071 -0.495 0.782 0.422
H -0.3514 0.3994 -2.4570 1.456 1.698 3.496
H -1.5921 2.3208 -2.1386 0.499 -0.618 2.930
```
Positions in Å, forces in eV/Å.

=====

ORCA calculation (the ωB97M-V functional and the def2-TZVPD basis) on C27H46BrNOP2SV as an isolated structure in a non-equilibrium geometry.

- Kohn-Sham gap (spin up / spin down): 0.1971 / 0.1233 Eh
- Lowest unoccupied orbital energy (spin up / spin down): -0.255 / -0.329 hartree
- Total charge: +2
- HOMO (spin up / spin down): -12.30 / -12.30 eV
- <S²>: 3.790
- Spin multiplicity: 4

Structure (XYZ):
```
80
Properties=species:S:1:pos:R:3:forces:R:3
N -5.4637 1.6128 -2.5828 -0.043 0.023 -0.004
C -5.3766 1.6103 -1.2484 0.613 -0.144 0.080
C -4.1625 1.4577 -0.5654 0.283 0.063 -0.746
C -2.9688 1.3375 -1.3175 -0.043 0.294 -0.065
C -3.0702 1.3515 -2.7262 -0.785 0.035 0.275
C -4.3514 1.4886 -3.3042 0.740 -0.019 0.553
C -1.6360 1.2570 -0.6066 -1.326 2.846 -0.235
V -0.5917 -0.2163 -0.9599 -1.179 -3.865 0.333
P 1.3733 -0.1209 -0.0916 5.341 0.292 1.534
C -0.4116 1.6132 -1.4265 0.883 5.529 1.057
C 0.7478 2.3684 -0.7781 -1.513 -0.821 -1.662
C 1.8748 2.8304 -1.5717 -0.176 0.036 -0.132
C 3.1054 2.9691 -1.0023 0.185 -0.148 -0.905
C 3.3269 2.5621 0.4277 -1.755 -1.697 -4.483
C 2.1005 3.1313 1.1061 1.777 -0.049 1.458
C 0.8682 2.5108 0.6029 -0.313 0.429 0.500
Br 2.8427 2.6629 2.8044 -1.485 0.292 3.228
H -1.6927 1.5803 0.4458 0.135 0.031 -0.428
H -0.5716 1.9689 -2.4547 0.029 -0.393 0.309
H -4.1403 1.4526 0.5233 0.009 0.065 -0.202
H -2.2045 1.2560 -3.3874 -0.314 0.066 0.263
H -6.3058 1.7337 -0.6830 0.272 -0.051 -0.289
H -4.4436 1.5118 -4.3948 -0.122 -0.015 0.375
H 1.7186 2.9642 -2.6462 0.127 0.142 0.379
H 0.0626 2.2397 1.2803 0.157 0.083 -0.079
H 3.9619 3.2818 -1.6026 -0.302 -0.009 -0.037
H 2.0769 4.2252 1.0673 -0.151 -0.065 -0.101
P -1.7956 -1.8478 -1.9515 -2.072 -1.940 -1.249
C 3.1588 0.9353 0.3497 -0.410 -0.009 0.889
C 4.2533 0.3558 -0.5065 0.381 -0.389 -0.396
H 3.2313 0.5733 1.3830 0.151 0.119 -0.367
H 4.3296 2.8222 0.7832 -0.582 -0.015 0.089
H 5.1896 0.9265 -0.3852 -0.315 -0.213 0.025
H 4.4748 -0.6859 -0.2334 -0.032 0.306 -0.148
H 3.9871 0.3852 -1.5723 0.269 0.074 0.227
C 1.4732 -0.4188 -1.9549 0.663 -0.480 -0.049
C 2.2443 -1.6959 -2.3971 -0.484 0.201 -0.088
H 1.9393 0.4719 -2.4039 -0.392 -0.310 0.070
H 0.4022 -0.4942 -2.3833 1.472 0.008 -0.780
H 2.0354 -1.8804 -3.4616 0.149 0.027 0.303
H 3.3274 -1.5593 -2.2774 -0.416 -0.111 0.002
H 1.9274 -2.5827 -1.8302 0.155 0.234 -0.196
C 1.9050 -1.6995 0.7102 0.163 -0.122 -0.219
C 2.1379 -1.5418 2.2191 0.081 -0.132 0.280
H 2.8105 -2.0535 0.2028 -0.203 -0.037 0.160
H 1.1213 -2.4510 0.5296 0.265 0.291 -0.036
H 1.5094 -0.7510 2.6516 0.146 -0.173 0.019
H 1.9034 -2.4827 2.7373 0.053 0.324 -0.156
H 3.1903 -1.3166 2.4417 -0.366 0.033 -0.047
C -1.5812 -2.3113 -0.1592 0.126 -0.714 -0.263
C -1.0010 -3.7320 0.0670 0.204 0.222 0.276
H -2.5549 -2.2391 0.3457 0.350 0.304 -0.162
H -0.8999 -1.5378 0.3241 -0.422 -0.923 0.678
H -1.7241 -4.4995 -0.2460 0.187 0.340 0.104
H -0.0709 -3.8990 -0.4981 -0.338 0.030 0.200
H -0.7863 -3.8776 1.1368 -0.085 -0.053 -0.358
C -1.1959 -3.2026 -3.0279 0.452 -0.160 0.501
C -1.2813 -2.8188 -4.5045 -0.017 0.025 -0.161
H -1.8403 -4.0633 -2.7939 0.311 0.112 -0.128
H -0.1638 -3.4490 -2.7379 -0.260 -0.065 -0.218
H -2.3001 -2.5370 -4.7978 0.220 -0.072 0.052
H -0.6153 -1.9800 -4.7407 -0.112 -0.128 0.031
H -0.9802 -3.6729 -5.1216 -0.076 0.208 0.115
C -3.6027 -1.9831 -2.3052 -0.164 0.409 -0.325
C -4.5289 -1.9422 -1.0996 -0.256 0.140 0.161
H -3.7562 -2.9102 -2.8791 0.158 0.259 0.198
H -3.8148 -1.1387 -2.9808 -0.066 -0.339 0.217
H -5.5698 -1.9334 -1.4454 0.233 -0.015 0.083
H -4.4057 -2.8174 -0.4535 -0.054 0.078 -0.116
H -4.3811 -1.0315 -0.5058 -0.051 -0.295 -0.120
C 1.1419 1.1884 6.2024 -0.181 -0.272 0.142
S 2.1152 2.6829 6.4442 0.359 0.599 -0.373
C 1.5647 3.1755 8.0842 -0.097 0.049 0.143
O 3.5561 2.2995 6.5295 -0.286 -0.132 -0.129
H 0.2907 1.1981 6.8900 0.117 -0.197 -0.258
H 1.7893 0.3224 6.3812 -0.153 0.175 0.035
H 0.7870 1.2037 5.1651 0.094 -0.118 0.233
H 2.3098 2.8441 8.8147 -0.166 0.005 -0.138
H 1.4939 4.2692 8.0694 0.077 -0.292 0.149
H 0.5814 2.7427 8.2840 0.175 0.182 0.124
```
Positions in Å, forces in eV/Å.

=====

ORCA calculation (the ωB97M-V functional and the def2-TZVPD basis) on a 2-piece molecular cluster, CHN2OS overall in a non-equilibrium geometry.

- Kohn-Sham gap: 0.2402 Eh
- Lowest unoccupied orbital energy: 0.117 hartree
- Total charge: -1
- HOMO: -3.36 eV

Structure (XYZ):
```
6
Properties=species:S:1:pos:R:3:forces:R:3
C 1.1644 -1.1575 0.4901 0.356 -0.688 -0.554
N 2.2497 -0.7626 0.4221 1.171 1.111 0.346
N -1.1256 0.9159 -0.6579 -1.980 1.184 1.842
O -1.7293 1.4354 0.2915 1.453 -1.082 -2.086
S -0.2367 -1.9710 0.3483 -1.407 -0.467 0.239
H -0.3226 1.5397 -0.8941 0.407 -0.058 0.213
```
Positions in Å, forces in eV/Å.

=====

Results for ΔE to the lowest compared entry with this formula, charge and spin: 6.223 4.145 5.509 1.149 (in eV, following the order of the records).
Results for molecular weight: 881.06 99.09 625.53 89.10 (in g/mol, following the order of the records).